Entry i
The following is a DFT calculation (the ωB97M-V functional and the def2-TZVPD basis) of a cluster of 2 separate species, C7H16N2O2 in total.

HOMO = -0.321 Eh
SMILES = CCN(C)C(C)=O.CC(N)=O
Orbital gap = 9.461 eV

Atoms and positions in Å:
1 C -1.042 1.257 2.053
2 C -0.470 -0.139 1.499
3 N 0.930 -0.054 1.445
4 C 1.535 -1.453 1.449
5 C 1.699 0.965 0.794
6 C 1.143 2.262 0.175
7 O 2.860 0.805 0.630
8 H -2.018 1.107 2.287
9 H -1.122 1.854 1.322
10 H -0.374 1.730 2.712
11 H -0.671 -0.776 2.499
12 H -0.911 -0.418 0.601
13 H 0.977 -2.297 1.449
14 H 2.196 -1.720 0.721
15 H 2.434 -1.519 2.012
16 H 0.365 2.066 -0.608
17 H 0.800 2.962 0.807
18 H 1.939 2.770 -0.240
19 C -2.347 -2.149 -1.938
20 C -1.642 -0.813 -2.037
21 N -0.399 -0.557 -2.679
22 O -1.941 0.038 -1.261
23 H -2.923 -2.102 -1.030
24 H -1.678 -3.045 -2.086
25 H -3.146 -2.248 -2.754
26 H -0.047 0.339 -2.322
27 H -0.155 -0.744 -3.668

Löwdin atomic charge list, values in e, 5 entries: C -0.04; C -0.20; N -0.09; C -0.03; C -0.45

---

Entry ii
The following is a DFT calculation (the ωB97M-V functional and the def2-TZVPD basis) of a cluster of 2 separate species, C7H16N2O2 in total.

HOMO (spin up / spin down) = -0.326 / -0.327 Eh
Orbital gap (spin up / spin down) = 7.280 / 7.292 eV

Atoms and positions in Å:
1 C -3.410 -0.460 1.186
2 C -2.244 -1.162 -1.045
3 C 3.016 0.136 1.112
4 C 1.857 -1.092 -0.732
5 C 1.988 1.389 -0.753
6 C -2.151 -0.358 0.276
7 C 1.768 0.154 0.135
8 N -2.068 1.077 -0.019
9 N -1.041 1.634 -0.014
10 O -0.657 2.723 -0.124
11 O 0.540 0.359 0.838
12 H -4.369 -0.113 0.597
13 H -3.672 -1.390 1.672
14 H -3.375 0.275 2.024
15 H -3.292 -0.969 -1.333
16 H -2.142 -2.285 -0.789
17 H -1.409 -0.775 -1.678
18 H 3.174 1.179 1.495
19 H 2.833 -0.711 1.778
20 H 3.867 -0.168 0.528
21 H 1.906 -0.742 -1.776
22 H 1.086 -1.846 -0.514
23 H 2.881 -1.500 -0.518
24 H 1.449 1.343 -1.676
25 H 1.526 2.384 -0.420
26 H 3.087 1.582 -0.977
27 H -1.150 -0.667 0.728

Löwdin atomic charge list, values in e, 5 entries: C -0.07; C -0.06; C -0.04; C -0.04; C -0.09

---

Need the numbers? Relative energies in eV: entry i 0.000; entry ii 3.600.

---

Entry i
The following is a DFT calculation (the ωB97M-V functional and the def2-TZVPD basis) of a structure of composition CH3N3O.

HOMO (spin up / spin down) = -0.348 / -0.348 Eh
Orbital gap (spin up / spin down) = 9.275 / 9.275 eV

Atoms and positions in Å:
1 C -1.500 0.312 0.042
2 N 1.959 -0.624 0.228
3 N 0.828 -0.916 -0.117
4 N -0.182 0.656 -0.098
5 O -2.050 -0.812 0.103
6 H -2.045 1.278 0.115
7 H 2.586 -1.383 -0.040
8 H 0.403 1.488 -0.233

Löwdin atomic charge list, values in e, 5 entries: C -0.42; N 0.03; N 0.09; N 0.06; O -0.04

---

Entry ii
The following is a DFT calculation (the ωB97M-V functional and the def2-TZVPD basis) of an isolated molecule of CH3N3O.

HOMO (spin up / spin down) = -0.310 / -0.310 Eh
SMILES = N/N=C\N=O
Orbital gap (spin up / spin down) = 7.096 / 7.096 eV

Atoms and positions in Å:
1 N -1.199 -0.170 0.459
2 N -0.416 -0.533 -0.506
3 C 0.730 0.219 -0.806
4 N 1.702 0.304 0.082
5 O 1.414 -0.319 1.162
6 H -2.110 -0.618 0.486
7 H -1.017 0.687 0.985
8 H 0.895 0.430 -1.862

Löwdin atomic charge list, values in e, 5 entries: N 0.09; N 0.04; C -0.24; N -0.09; O -0.17

---

Entry iii
The following is a DFT calculation (the ωB97M-V functional and the def2-TZVPD basis) of a cluster of 2 separate species, CH3N3O in total.

HOMO = -0.324 Eh
Orbital gap = 9.288 eV

Atoms and positions in Å:
1 C -2.888 -0.103 -0.043
2 N 0.536 -0.382 0.461
3 N 0.290 0.123 -0.579
4 N -2.706 -0.216 -1.226
5 O -3.306 -0.035 1.030
6 H -0.096 -1.147 0.914
7 H 1.445 -0.201 1.177
8 H -1.847 -0.167 -1.581

Löwdin atomic charge list, values in e, 5 entries: C -0.43; N -0.18; N -0.01; N 0.20; O 0.16

---

Need the numbers? Relative energies in eV: entry i 0.747; entry ii 2.383; entry iii 0.000.

---

Entry i
The following is a DFT calculation (the ωB97M-V functional and the def2-TZVPD basis) of a cluster of 2 separate species, C8H20 in total.

HOMO = -0.395 Eh
SMILES = CCCC.CCCC
Orbital gap = 11.856 eV

Atoms and positions in Å:
1 C 12.002 -2.643 3.935
2 C 12.870 -2.142 2.809
3 C 13.730 -0.942 3.048
4 C 14.514 -0.967 4.275
5 H 11.583 -1.861 4.590
6 H 12.641 -3.305 4.542
7 H 11.171 -3.238 3.521
8 H 13.362 -3.056 2.425
9 H 12.143 -1.806 2.044
10 H 14.398 -0.915 2.166
11 H 13.054 -0.067 2.985
12 H 14.969 0.029 4.407
13 H 15.319 -1.720 4.242
14 H 13.869 -1.178 5.145
15 C 7.335 2.064 3.800
16 C 8.100 1.444 2.608
17 C 9.600 1.777 2.609
18 C 10.412 0.696 3.408
19 H 7.681 3.106 3.911
20 H 7.504 1.535 4.753
21 H 6.253 2.073 3.590
22 H 7.998 0.342 2.615
23 H 7.782 1.806 1.611
24 H 10.044 1.764 1.595
25 H 9.863 2.744 3.080
26 H 11.490 0.856 3.240
27 H 10.134 -0.287 2.992
28 H 10.223 0.684 4.494

Löwdin atomic charge list, values in e, 5 entries: C -0.14; C -0.31; C -0.32; C -0.13; H 0.07

---

Entry ii
The following is a DFT calculation (the ωB97M-V functional and the def2-TZVPD basis) of a cluster of 2 separate species, C8H20 in total.

HOMO = -0.404 Eh
SMILES = CC(C)C.CC(C)C
Orbital gap = 12.114 eV

Atoms and positions in Å:
1 C -3.142 -0.056 3.623
2 C -4.601 0.094 3.164
3 C -4.938 1.566 2.902
4 C -4.695 -0.669 1.849
5 H -2.497 0.587 3.000
6 H -2.882 -1.110 3.428
7 H -2.941 0.166 4.684
8 H -5.327 -0.273 3.918
9 H -4.286 2.026 2.140
10 H -4.900 2.182 3.816
11 H -5.974 1.562 2.523
12 H -3.936 -0.314 1.132
13 H -5.696 -0.433 1.449
14 H -4.604 -1.765 1.944
15 C 5.397 -0.683 -1.927
16 C 4.300 0.107 -2.729
17 C 4.682 0.216 -4.170
18 C 2.859 -0.480 -2.449
19 H 5.071 -0.610 -0.876
20 H 6.428 -0.297 -2.002
21 H 5.397 -1.745 -2.223
22 H 4.376 1.170 -2.421
23 H 4.370 1.135 -4.695
24 H 4.236 -0.652 -4.684
25 H 5.781 0.134 -4.229
26 H 2.809 -1.537 -2.759
27 H 2.114 0.092 -3.028
28 H 2.599 -0.414 -1.379

Löwdin atomic charge list, values in e, 5 entries: C -0.10; C -0.50; C -0.11; C -0.11; H 0.08

---

Need the numbers? Relative energies in eV: entry i 0.257; entry ii 0.000.

---

Entry i
The following is a DFT calculation (the ωB97M-V functional and the def2-TZVPD basis) of an isolated molecule of C5H7OP.

HOMO = -0.334 Eh
SMILES = C#CCP1O[C@@H]1C
Orbital gap = 10.113 eV

Atoms and positions in Å:
1 C 1.925 0.686 2.432
2 C 1.357 1.353 1.570
3 C 0.635 1.999 0.494
4 P -1.020 1.151 0.305
5 O -0.997 0.996 -1.263
6 C -0.517 -0.230 -0.712
7 C -1.415 -1.381 -0.981
8 H 2.567 0.260 3.060
9 H 0.436 3.032 0.934
10 H 1.118 1.896 -0.504
11 H 0.680 -0.362 -0.803
12 H -1.674 -1.781 0.023
13 H -1.013 -2.054 -1.719
14 H -2.417 -0.907 -1.469

Löwdin atomic charge list, values in e, 5 entries: C 0.12; C -0.24; C -0.38; P 0.94; O -0.38

---

Entry ii
The following is a DFT calculation (the ωB97M-V functional and the def2-TZVPD basis) of a structure of composition C5H7OP.

HOMO = -0.317 Eh
Orbital gap = 8.575 eV

Atoms and positions in Å:
1 C 1.187 -0.880 -0.294
2 C -0.110 -0.286 0.229
3 C -1.954 1.867 0.147
4 C 2.246 0.186 -0.347
5 C 2.059 1.613 -0.390
6 O 2.414 1.035 0.757
7 P -0.378 1.543 -0.240
8 H 1.593 -1.795 0.181
9 H 1.086 -1.314 -1.320
10 H -0.939 -0.781 -0.023
11 H -0.096 -0.462 1.286
12 H -2.676 1.329 0.719
13 H -2.348 2.804 -0.159
14 H 3.233 0.026 -0.763

Löwdin atomic charge list, values in e, 5 entries: C -0.21; C -0.36; C -0.32; C -0.41; C -0.12

---

Need the numbers? Relative energies in eV: entry i 0.000; entry ii 1.929.

---

Entry i
The following is a DFT calculation (the ωB97M-V functional and the def2-TZVPD basis) of an isolated molecule of C5H7OP.

HOMO (spin up / spin down) = -0.272 / -0.271 Eh
Orbital gap (spin up / spin down) = 6.859 / 6.890 eV

Atoms and positions in Å:
1 C 2.440 -1.373 0.378
2 C 1.357 -1.144 -0.348
3 C -0.804 0.416 0.824
4 C -0.762 0.145 -0.692
5 C 0.495 -0.512 -1.108
6 O 3.361 -0.267 0.525
7 P 3.058 1.046 -0.309
8 H 3.017 -2.150 0.811
9 H -0.825 1.466 1.065
10 H 0.117 0.061 1.378
11 H -1.715 -0.067 1.309
12 H -0.816 1.003 -1.356
13 H -1.589 -0.477 -0.989
14 H 0.423 -0.371 -2.205

Löwdin atomic charge list, values in e, 5 entries: C -0.17; C -0.10; C -0.10; C -0.26; C -0.18

---

Entry ii
The following is a DFT calculation (the ωB97M-V functional and the def2-TZVPD basis) of a structure of composition C5H7OP.

HOMO = -0.314 Eh
Orbital gap = 8.350 eV

Atoms and positions in Å:
1 C 0.701 -1.238 -0.328
2 C -0.453 -0.502 0.276
3 C -2.402 1.381 0.136
4 C 1.848 -0.210 -0.416
5 C 1.648 1.286 -0.270
6 O 2.086 0.631 0.771
7 P -0.775 1.245 -0.322
8 H 0.956 -2.177 0.264
9 H 0.614 -1.632 -1.393
10 H -1.363 -1.104 0.270
11 H -0.123 -0.120 1.268
12 H -2.798 0.462 0.516
13 H -2.720 2.368 0.090
14 H 2.782 -0.390 -0.861

Löwdin atomic charge list, values in e, 5 entries: C -0.23; C -0.42; C -0.29; C -0.29; C -0.14

---

Need the numbers? Relative energies in eV: entry i 0.000; entry ii 0.728.